No. 1
Molecular formula: H4N3OPS
Method: DFT, ωB97M-V/def2-TZVPD

XYZ file:
```
10
Properties=species:S:1:pos:R:3:forces:R:3
H 2.166 -0.713 -0.084 -0.2 -0.3 -0.5
O 1.080 1.632 -0.111 0.7 -0.3 0.3
N 1.194 -1.051 -0.113 0.9 2.9 -1.2
S -2.114 -0.115 -0.088 -1.2 -0.3 -0.5
N -0.963 0.303 1.142 2.0 -0.9 0.8
H -1.161 1.331 -1.946 0.9 -3.9 3.2
P 0.316 0.392 -0.007 -1.9 0.9 -2.1
H 1.152 -1.633 0.651 -0.7 -1.9 2.0
N -0.947 0.299 -1.285 0.4 3.0 -1.2
H -0.723 -0.446 1.840 -0.9 0.8 -0.8
```
Positions in Å, forces in eV/Å.

* highest occupied orbital energy: -8.3 eV
* E: -981.4446 a.u.
* strongest force on any atom: 5.1 eV/Å
* relative energy (zero: lowest compared OMol25 entry of this formula, charge and spin): 24.5 kcal per mole
* 2S+1: 1

---

No. 2
Molecular formula: H4N3P
Method: DFT, ωB97M-V/def2-TZVPD

XYZ file:
```
8
Properties=species:S:1:pos:R:3:forces:R:3
P -1.462 -0.100 -0.292 0.4 0.0 -0.1
H 0.556 -1.923 -0.018 0.0 1.8 -1.1
H 1.813 1.392 -0.381 -2.1 -1.4 0.9
H -1.650 -0.613 0.997 0.3 -1.0 0.2
N 0.765 1.197 -0.122 2.3 2.9 -1.6
N 1.044 -1.038 -0.347 1.8 -2.3 0.3
H -1.452 1.064 0.406 -0.7 1.6 0.1
N 0.386 0.021 -0.244 -1.9 -1.7 1.3
```
Positions in Å, forces in eV/Å.

* highest occupied orbital energy: -9.0 eV
* E: -507.8763 a.u.
* strongest force on any atom: 4.0 eV/Å
* relative energy (zero: lowest compared OMol25 entry of this formula, charge and spin): 51.2 kcal per mole
* 2S+1: 1

---

No. 3
Molecular formula: H4N4O
Method: DFT, ωB97M-V/def2-TZVPD

XYZ file:
```
9
Properties=species:S:1:pos:R:3:forces:R:3
N 0.437 1.201 -0.580 -0.9 -1.1 1.9
N -2.139 -0.881 -0.071 -0.3 0.8 -2.0
H -0.411 1.076 0.072 1.3 0.3 -1.2
N 1.269 0.329 -0.158 2.5 -1.0 1.8
N 1.208 -0.483 0.900 -1.0 0.7 -1.4
H -2.161 -0.528 -1.141 0.2 -1.0 1.3
H 2.240 0.450 -0.563 -1.4 -0.4 -0.2
H 1.927 -1.253 0.964 -0.3 1.7 -0.9
O -2.370 0.087 0.578 -0.1 0.1 0.7
```
Positions in Å, forces in eV/Å.

* highest occupied orbital energy: -9.1 eV
* E: -296.4485 a.u.
* strongest force on any atom: 3.3 eV/Å
* relative energy (zero: lowest compared OMol25 entry of this formula, charge and spin): 48.5 kcal per mole
* 2S+1: 1

---

No. 4
Molecular formula: H4N4O
Method: DFT, ωB97M-V/def2-TZVPD

XYZ file:
```
9
Properties=species:S:1:pos:R:3:forces:R:3
H -1.300 1.520 0.688 0.1 0.2 0.1
N -1.400 0.972 -0.163 1.5 -1.1 0.1
H -1.028 -1.198 -0.271 0.4 0.0 0.2
N 1.779 -0.072 0.006 0.6 -0.8 -0.3
H 0.077 -2.024 0.728 0.0 0.4 0.0
O 2.527 0.862 0.059 -0.2 0.5 0.2
N 0.591 -0.242 -0.030 -2.1 2.0 0.1
H -1.197 1.609 -0.929 0.1 0.2 0.0
N -0.049 -1.425 -0.087 -0.5 -1.4 -0.3
```
Positions in Å, forces in eV/Å.

* highest occupied orbital energy: -8.4 eV
* E: -296.4099 a.u.
* strongest force on any atom: 2.9 eV/Å
* relative energy (zero: lowest compared OMol25 entry of this formula, charge and spin): 72.8 kcal per mole
* 2S+1: 1

---

No. 5
Molecular formula: H4N4O
Method: DFT, ωB97M-V/def2-TZVPD

XYZ file:
```
9
Properties=species:S:1:pos:R:3:forces:R:3
N -0.031 -1.383 -0.110 -1.2 -3.1 -0.9
H 0.616 -0.578 1.394 1.2 -0.2 3.3
N -2.474 0.145 -0.222 3.3 1.9 2.7
N 0.413 -0.378 0.490 0.1 2.2 -1.3
O -1.659 0.681 0.477 -4.0 -1.3 -2.6
H -0.285 -1.181 -1.055 0.0 0.4 -0.9
H 0.989 0.556 -1.100 -0.4 0.2 -1.5
H 1.223 1.571 0.273 -0.7 -2.6 -0.9
N 1.208 0.566 -0.147 1.7 2.5 2.1
```
Positions in Å, forces in eV/Å.

* highest occupied orbital energy (alpha / beta): -6.9 / -8.5 eV
* E: -296.4406 a.u.
* strongest force on any atom: 4.9 eV/Å
* relative energy (zero: lowest compared OMol25 entry of this formula, charge and spin): 53.5 kcal per mole
* 2S+1: 1

---

No. 6
Molecular formula: H4N4O2
Method: DFT, ωB97M-V/def2-TZVPD

XYZ file:
```
10
Properties=species:S:1:pos:R:3:forces:R:3
H -2.157 0.384 -0.799 -1.1 -0.1 1.4
O 2.593 -0.391 -0.423 -1.6 2.2 0.5
H 2.424 0.637 -0.611 0.2 -2.7 0.8
H -3.267 -0.033 0.591 1.1 -0.2 -0.2
N 1.505 -0.692 0.488 2.2 -0.3 -1.5
H 1.393 -1.713 0.650 -0.3 1.5 -0.1
N -2.315 -0.175 0.119 -0.3 1.4 -2.5
N 0.705 0.220 0.878 -0.9 -1.4 1.5
O 0.922 1.359 0.545 0.7 1.0 -1.0
N -1.443 -0.951 0.379 -0.1 -1.3 1.1
```
Positions in Å, forces in eV/Å.

* highest occupied orbital energy: -8.1 eV
* E: -371.6598 a.u.
* strongest force on any atom: 2.9 eV/Å
* relative energy (zero: lowest compared OMol25 entry of this formula, charge and spin): 48.2 kcal per mole
* 2S+1: 1

---

No. 7
Molecular formula: H4N6
Method: DFT, ωB97M-V/def2-TZVPD

XYZ file:
```
10
Properties=species:S:1:pos:R:3:forces:R:3
N -0.062 -1.625 -2.106 -0.4 0.7 0.0
H 0.181 -2.407 -2.732 0.1 -0.6 0.4
N -0.297 0.735 0.278 1.0 1.2 1.9
N 0.855 1.157 2.033 0.4 -2.5 -0.7
N -0.401 -1.776 -0.985 0.4 -0.1 -0.9
N 0.076 1.735 0.931 0.2 -1.7 0.3
H 0.571 1.424 2.961 -0.6 0.7 0.0
H 0.756 0.059 1.984 0.2 2.9 0.1
N -0.847 0.267 -0.666 -1.8 -1.0 -1.8
H -0.833 0.431 -1.698 0.6 0.5 0.6
```
Positions in Å, forces in eV/Å.

* highest occupied orbital energy (alpha / beta): -8.1 / -7.8 eV
* E: -330.6777 a.u.
* strongest force on any atom: 2.9 eV/Å
* relative energy (zero: lowest compared OMol25 entry of this formula, charge and spin): 101.0 kcal per mole
* 2S+1: 1

---

No. 8
Molecular formula: H4NO2PS
Method: DFT, ωB97M-V/def2-TZVPD

XYZ file:
```
9
Properties=species:S:1:pos:R:3:forces:R:3
O -0.970 -0.546 -1.658 -0.1 1.3 1.3
S -3.125 -0.334 0.403 0.3 0.4 0.3
P -1.447 0.064 -0.388 0.8 -0.6 -0.8
H -0.934 1.777 1.073 0.4 -0.7 -0.5
O 0.882 -1.413 0.117 0.1 -5.5 -4.3
H 0.729 -2.305 -0.826 0.2 4.6 3.9
N -0.439 1.130 0.438 -1.1 0.4 -0.7
H 1.501 -2.039 0.542 -0.1 0.8 0.6
H 0.327 1.596 -0.063 -0.5 -0.6 0.2
```
Positions in Å, forces in eV/Å.

* highest occupied orbital energy: -9.6 eV
* E: -947.1691 a.u.
* strongest force on any atom: 7.0 eV/Å
* relative energy (zero: lowest compared OMol25 entry of this formula, charge and spin): 62.2 kcal per mole
* 2S+1: 1

---

No. 9
Molecular formula: H4NO2PS
Method: DFT, ωB97M-V/def2-TZVPD

XYZ file:
```
9
Properties=species:S:1:pos:R:3:forces:R:3
H -0.278 0.738 -2.201 0.0 -0.1 0.1
N -0.465 -1.107 0.920 1.6 0.7 -2.3
H 2.043 0.782 0.363 0.5 0.3 0.0
O -0.564 -0.079 -1.767 1.2 0.6 4.3
H -1.139 -0.861 1.578 -1.8 -0.3 1.1
H -0.660 -1.786 0.184 -0.4 -0.3 0.7
O 1.604 0.038 -0.057 -1.0 0.4 0.0
S -0.563 1.983 0.821 0.3 -0.4 0.0
P 0.021 0.292 0.159 -0.4 -1.0 -3.9
```
Positions in Å, forces in eV/Å.

* highest occupied orbital energy: -9.9 eV
* E: -947.2263 a.u.
* strongest force on any atom: 4.5 eV/Å
* relative energy (zero: lowest compared OMol25 entry of this formula, charge and spin): 26.3 kcal per mole
* SMILES: NP(O)(O)=S
* 2S+1: 1

---

No. 10
Molecular formula: H4NO2SSi
Method: DFT, ωB97M-V/def2-TZVPD

XYZ file:
```
9
Properties=species:S:1:pos:R:3:forces:R:3
Si -0.600 -0.829 0.293 1.7 -0.7 -1.4
H -0.391 1.270 -0.736 -1.9 -1.6 1.0
H -1.858 1.007 0.192 0.6 0.2 -0.8
O 1.608 1.346 -0.208 0.7 -1.8 0.4
O 2.899 -0.857 -0.552 -1.0 1.0 0.6
H -1.506 -1.719 -0.543 0.4 -0.9 0.8
S 2.013 -0.031 0.339 -0.8 0.5 -1.1
N -1.199 0.565 -0.470 0.8 3.6 -0.6
H -0.966 -0.751 1.684 -0.5 -0.3 1.1
```
Positions in Å, forces in eV/Å.

* highest occupied orbital energy (alpha / beta): -2.8 / -2.8 eV
* E: -895.3255 a.u.
* strongest force on any atom: 3.7 eV/Å
* relative energy (zero: lowest compared OMol25 entry of this formula, charge and spin): 30.1 kcal per mole
* total charge: -1
* 2S+1: 1

---

No. 11
Molecular formula: H4NO2SSi
Method: DFT, ωB97M-V/def2-TZVPD

XYZ file:
```
9
Properties=species:S:1:pos:R:3:forces:R:3
Si -1.996 -0.399 -1.069 -1.1 -2.3 1.0
H -0.990 -0.141 -2.060 0.2 0.1 -0.7
O 1.376 0.437 1.147 -1.0 0.3 -0.8
O 3.078 2.247 1.583 -0.6 -1.2 -0.8
S 2.765 0.785 1.438 2.6 0.0 0.6
H -2.729 0.775 -0.591 0.2 0.4 0.2
H -2.740 -1.944 0.276 -1.0 -0.2 1.0
N -2.517 -1.927 -0.693 1.8 1.9 -1.4
H 3.753 0.168 -0.032 -1.1 0.9 1.0
```
Positions in Å, forces in eV/Å.

* highest occupied orbital energy: -2.9 eV
* E: -895.2388 a.u.
* strongest force on any atom: 3.0 eV/Å
* relative energy (zero: lowest compared OMol25 entry of this formula, charge and spin): 84.5 kcal per mole
* total charge: -1
* 2S+1: 1

---

No. 12
Molecular formula: H4NO3PS
Method: DFT, ωB97M-V/def2-TZVPD

XYZ file:
```
10
Properties=species:S:1:pos:R:3:forces:R:3
O -1.182 1.597 -0.949 -0.3 -0.1 -0.2
H 2.338 -1.105 0.046 -0.3 0.0 -0.1
O 0.893 -0.008 -0.632 -3.8 0.9 0.6
H -0.467 0.341 2.058 0.0 -0.3 0.2
S -2.150 -1.143 -0.055 0.8 1.0 -0.2
P -0.927 0.346 -0.044 3.1 -2.0 -0.2
H 1.170 -1.955 -0.752 0.1 0.2 0.1
N 1.330 -1.225 -0.055 0.0 -0.3 0.3
O -0.605 0.999 1.374 -0.1 0.3 -0.4
H -0.400 2.154 -0.991 0.3 0.3 -0.1
```
Positions in Å, forces in eV/Å.

* highest occupied orbital energy: -9.5 eV
* E: -1022.4363 a.u.
* strongest force on any atom: 3.9 eV/Å
* relative energy (zero: lowest compared OMol25 entry of this formula, charge and spin): 0.0 kcal per mole
* SMILES: NOP(O)(O)=S
* 2S+1: 1

---

No. 13
Molecular formula: H4NP
Method: DFT, ωB97M-V/def2-TZVPD

XYZ file:
```
6
Properties=species:S:1:pos:R:3:forces:R:3
N 1.160 0.488 0.152 1.5 -1.7 -1.3
H -0.969 -0.110 1.440 0.1 0.7 -1.4
H 1.798 -0.142 -0.486 -1.7 1.7 1.8
P -0.352 0.073 0.111 1.4 -1.2 0.0
H -1.033 0.927 -0.785 -0.9 -0.2 0.7
H -0.604 -1.236 -0.431 -0.4 0.6 0.2
```
Positions in Å, forces in eV/Å.

* highest occupied orbital energy: -8.8 eV
* E: -398.4245 a.u.
* strongest force on any atom: 3.0 eV/Å
* relative energy (zero: lowest compared OMol25 entry of this formula, charge and spin): 33.4 kcal per mole
* SMILES: N=[PH3]
* 2S+1: 1

---

No. 14
Molecular formula: H4NPS2
Method: DFT, ωB97M-V/def2-TZVPD

XYZ file:
```
8
Properties=species:S:1:pos:R:3:forces:R:3
S 1.733 -1.604 0.357 0.3 -0.2 -0.5
H 1.139 0.365 -1.695 -1.3 1.6 1.2
H -2.436 0.117 -0.996 -0.2 0.7 -0.6
H 2.295 -1.373 -0.851 0.0 0.1 0.3
S -2.159 -0.869 -0.178 -0.7 -0.8 0.3
H 0.227 1.728 -1.099 -1.2 3.2 -0.6
P 0.455 0.035 0.522 0.3 0.9 0.8
N 0.580 0.868 -0.941 2.8 -5.3 -0.9
```
Positions in Å, forces in eV/Å.

* highest occupied orbital energy (alpha / beta): -6.3 / -9.2 eV
* E: -1194.7792 a.u.
* strongest force on any atom: 6.0 eV/Å
* <S²>: 2.01
* relative energy (zero: lowest compared OMol25 entry of this formula, charge and spin): 8.7 kcal per mole
* 2S+1: 3

---

No. 15
Molecular formula: H4NS
Method: DFT, ωB97M-V/def2-TZVPD

XYZ file:
```
6
Properties=species:S:1:pos:R:3:forces:R:3
S -1.570 -2.160 0.081 0.4 0.3 -0.8
H 1.212 0.248 0.049 -0.9 0.8 1.1
N 0.830 1.102 0.533 1.7 0.4 -2.3
H -0.109 0.934 0.784 -1.2 -1.1 0.6
H -1.033 -1.841 -1.156 -0.4 -0.2 0.8
H 0.670 1.718 -0.292 0.4 -0.2 0.7
```
Positions in Å, forces in eV/Å.

* highest occupied orbital energy: -2.5 eV
* E: -455.3658 a.u.
* strongest force on any atom: 2.9 eV/Å
* relative energy (zero: lowest compared OMol25 entry of this formula, charge and spin): 5.6 kcal per mole
* total charge: -1
* 2S+1: 1

---

No. 16
Molecular formula: H4NS
Method: DFT, ωB97M-V/def2-TZVPD

XYZ file:
```
6
Properties=species:S:1:pos:R:3:forces:R:3
H 0.663 -1.275 0.268 -0.2 -0.7 -0.2
S -2.589 1.506 0.532 0.0 0.0 0.0
H 1.626 -0.118 0.398 0.6 0.3 -0.1
H -1.627 0.789 -0.067 0.1 -0.1 -0.1
N 1.299 -0.753 -0.326 -0.5 0.5 0.6
H 0.629 -0.149 -0.804 0.1 0.0 -0.3
```
Positions in Å, forces in eV/Å.

* highest occupied orbital energy: -2.5 eV
* E: -455.3665 a.u.
* strongest force on any atom: 0.9 eV/Å
* relative energy (zero: lowest compared OMol25 entry of this formula, charge and spin): 5.2 kcal per mole
* total charge: -1
* 2S+1: 1

---

No. 17
Molecular formula: H4O2
Method: DFT, ωB97M-V/def2-TZVPD

XYZ file:
```
6
Properties=species:S:1:pos:R:3:forces:R:3
O -12.278 -18.693 10.515 0.8 0.1 0.8
H -13.211 -18.761 10.312 -0.7 0.2 -0.7
O -14.510 -18.496 8.770 0.1 -1.0 1.3
H -14.127 -18.487 7.893 0.4 0.1 -1.1
H -15.037 -17.698 8.810 -0.7 0.9 -0.1
H -11.924 -19.558 10.308 0.0 -0.2 -0.2
```
Positions in Å, forces in eV/Å.

* highest occupied orbital energy (alpha / beta): 1.3 / -6.3 eV
* E: -152.8279 a.u.
* strongest force on any atom: 1.6 eV/Å
* <S²>: 0.75
* relative energy (zero: lowest compared OMol25 entry of this formula, charge and spin): 5.0 kcal per mole
* total charge: -1
* 2S+1: 2

---

No. 18
Molecular formula: H4O2
Method: DFT, ωB97M-V/def2-TZVPD

XYZ file:
```
6
Properties=species:S:1:pos:R:3:forces:R:3
H -2.089 0.334 0.401 0.8 -0.2 0.1
O -1.167 0.469 0.123 -2.4 2.1 -0.5
O 1.082 -0.296 -0.654 0.5 -1.4 0.6
H 1.286 -0.846 0.128 0.1 0.2 -0.7
H -0.596 -0.193 0.428 0.7 -1.5 0.5
H 1.484 0.532 -0.426 0.2 0.9 0.0
```
Positions in Å, forces in eV/Å.

* highest occupied orbital energy: -11.1 eV
* E: -152.8570 a.u.
* strongest force on any atom: 3.2 eV/Å
* relative energy (zero: lowest compared OMol25 entry of this formula, charge and spin): 11.3 kcal per mole
* SMILES: O.O
* 2S+1: 1

---

No. 19
Molecular formula: H4O2
Method: DFT, ωB97M-V/def2-TZVPD

XYZ file:
```
6
Properties=species:S:1:pos:R:3:forces:R:3
H -1.968 -0.823 -0.866 -0.1 0.4 0.4
O -1.181 -0.567 -1.343 1.5 1.5 0.1
O 1.185 0.658 0.815 -0.4 -1.5 0.3
H -0.779 0.290 -0.985 -1.3 -1.9 -0.5
H 0.865 -0.282 0.894 0.5 1.4 -0.2
H 1.878 0.725 1.485 -0.1 0.0 -0.1
```
Positions in Å, forces in eV/Å.

* highest occupied orbital energy: -11.5 eV
* E: -152.8664 a.u.
* strongest force on any atom: 2.3 eV/Å
* relative energy (zero: lowest compared OMol25 entry of this formula, charge and spin): 5.4 kcal per mole
* SMILES: O.O
* 2S+1: 1

---

No. 20
Molecular formula: H4O2
Method: DFT, ωB97M-V/def2-TZVPD

XYZ file:
```
6
Properties=species:S:1:pos:R:3:forces:R:3
O 1.288 -0.006 -0.202 0.2 1.2 1.1
H 1.109 0.789 0.353 -0.4 -0.7 -0.8
H -1.882 -0.601 0.469 0.1 0.1 -0.2
O -1.723 0.126 -0.146 -1.3 0.3 0.8
H -0.954 -0.109 -0.629 1.2 -0.4 -0.6
H 2.162 -0.199 0.154 0.2 -0.6 -0.4
```
Positions in Å, forces in eV/Å.

* highest occupied orbital energy: -11.3 eV
* E: -152.8699 a.u.
* strongest force on any atom: 1.7 eV/Å
* relative energy (zero: lowest compared OMol25 entry of this formula, charge and spin): 3.1 kcal per mole
* SMILES: O.O
* 2S+1: 1